Entry 1:
C6H13N | wB97M-V/def2-TZVPD

The geometry in XYZ format:
```
20
Properties=species:S:1:pos:R:3:forces:R:3
C -1.838 -1.390 -0.426 -0.942 0.357 0.121
C -0.411 -1.185 0.028 0.465 -1.137 -0.578
C 0.210 0.133 -0.181 0.083 0.538 -0.467
C 1.602 0.271 -0.270 0.343 0.203 1.679
N 2.451 -0.743 -0.367 -0.312 -0.088 -1.295
C -0.607 1.360 -0.182 -0.951 0.000 0.350
C -1.140 1.608 1.258 0.414 -0.346 0.563
H -2.555 -0.689 0.010 0.201 0.072 0.043
H -2.229 -2.369 -0.154 0.324 -0.117 -0.011
H -1.926 -1.290 -1.508 0.094 -0.026 0.016
H 0.177 -1.938 -0.516 0.123 0.062 -0.011
H -0.204 -1.500 1.059 -0.310 0.241 0.201
H 2.029 1.201 0.098 -0.019 0.157 -0.506
H 3.452 -0.593 -0.381 -0.087 0.127 0.127
H 2.128 -1.498 -0.964 0.252 -0.412 0.473
H -1.513 1.160 -0.759 0.169 0.110 -0.321
H -0.119 2.234 -0.607 0.233 -0.077 0.125
H -1.939 0.909 1.494 -0.111 -0.004 -0.097
H -0.370 1.419 2.015 0.013 0.233 -0.155
H -1.516 2.614 1.411 0.017 0.107 -0.257
```
Forces are in eV/Å.

As for the expectation value of S²: 0.7562. Its max |F| is 1.726 eV/A. The calculation puts the relative energy (zero: lowest compared OMol25 entry of this formula, charge and spin) at 6.5 kJ/mol. The calculation puts the HOMO energy (alpha / beta) at -0.5045 / -0.5940 Eh. Its total charge is +1. Its LUMO energy (alpha / beta) is -3.53 / -6.55 eV. As for the frontier orbital gap (alpha / beta): 10.20 / 9.61 eV. As for the spin multiplicity: 2.

Results of the Mulliken charge analysis, in e, for atoms 1 through 6:
1 C -1.42
2 C -0.35
3 C 0.58
4 C -0.22
5 N -0.29
6 C -0.73

***

Entry 2:
C6H13N2 | wB97M-V/def2-TZVPD

The geometry in XYZ format:
```
21
Properties=species:S:1:pos:R:3:forces:R:3
C -1.686 -0.212 0.158 1.825 1.665 -1.834
C 1.630 -0.335 1.184 -0.869 0.725 -2.371
C 2.053 -1.103 -0.014 -0.194 -1.290 -1.109
C 1.774 0.333 -0.162 -2.243 -2.691 0.812
C -2.904 -0.972 -0.100 -1.539 -2.542 -1.284
C 2.079 1.432 -1.037 1.262 0.349 1.116
N -0.663 -0.229 -0.648 0.973 -0.061 -0.402
N -1.688 0.713 1.118 -1.172 0.211 1.697
H 0.667 -0.518 1.567 -1.159 -0.153 0.036
H 2.246 -0.060 1.936 2.400 0.906 2.124
H 3.104 -1.365 -0.176 -0.179 0.073 0.161
H 1.346 -1.926 -0.372 1.031 1.544 0.273
H -3.384 -0.617 -1.030 0.240 0.125 0.413
H -2.564 -2.005 -0.383 -0.379 0.797 0.323
H -3.731 -1.134 0.630 1.032 0.667 -0.019
H 1.238 2.113 -1.110 0.055 0.267 0.072
H 2.431 1.072 -1.991 -0.023 0.108 -0.315
H 2.936 1.943 -0.474 -0.950 -0.215 -0.775
H -0.739 -0.695 -1.568 -0.271 -0.190 1.194
H -2.634 0.881 1.466 0.938 0.226 0.529
H -0.908 1.320 1.395 -0.779 -0.520 -0.643
```
Forces are in eV/Å.

Its max |F| is 3.596 eV/A. The calculation puts the relative energy (zero: lowest compared OMol25 entry of this formula, charge and spin) at 354.2 kJ/mol. The calculation puts the HOMO energy (alpha / beta) at -0.4827 / -0.4827 Eh. Its total charge is +1. Its LUMO energy (alpha / beta) is -5.17 / -5.17 eV. As for the frontier orbital gap (alpha / beta): 7.97 / 7.97 eV.

Results of the Mulliken charge analysis, in e, for atoms 1 through 6:
1 C 0.76
2 C -0.58
3 C -0.37
4 C 0.54
5 C -1.27
6 C -0.87

***

Entry 3:
C6H13N2 | wB97M-V/def2-TZVPD

The geometry in XYZ format:
```
21
Properties=species:S:1:pos:R:3:forces:R:3
C -0.376 1.714 -1.692 -0.949 1.432 -2.073
C -0.939 1.151 -0.390 1.394 0.380 -1.178
C -0.315 -0.037 0.197 0.058 -1.963 -0.710
C -1.172 -0.864 1.089 -1.395 0.083 0.532
C -0.473 -1.854 2.095 -1.592 0.141 1.057
N 0.867 -0.423 -0.033 4.041 0.105 -2.308
C 2.036 -0.260 -0.739 -3.537 -1.468 0.658
N 2.401 -1.001 -1.793 0.620 1.124 0.965
H 0.638 2.117 -1.531 -0.312 -0.256 -0.415
H -0.438 1.051 -2.674 0.244 0.985 2.395
H -1.054 2.644 -1.973 1.501 -1.796 0.606
H -1.963 0.996 -0.561 -1.556 -0.278 0.463
H -0.749 1.830 0.435 -0.510 0.823 0.078
H -1.947 -1.411 0.481 0.903 0.606 0.071
H -1.812 -0.029 1.546 0.673 -1.491 0.188
H 0.623 -1.804 2.008 -0.516 -0.428 -0.114
H -0.919 -2.959 2.184 1.126 2.623 -0.663
H -0.739 -1.341 3.049 0.539 -0.899 -0.224
H 2.805 0.391 -0.373 0.165 0.324 0.380
H 3.355 -0.864 -2.105 -0.134 -0.015 0.023
H 1.923 -1.738 -2.277 -0.763 -0.033 0.270
```
Forces are in eV/Å.

As for the SMILES: CCC(CC)=NC=[NH2+]. Its max |F| is 4.655 eV/A. The calculation puts the relative energy (zero: lowest compared OMol25 entry of this formula, charge and spin) at 154.6 kJ/mol. The calculation puts the HOMO energy at -0.5312 Eh. Its total charge is +1. Its LUMO energy is -3.85 eV. As for the frontier orbital gap: 10.61 eV.

Results of the Mulliken charge analysis, in e, for atoms 1 through 6:
1 C -1.24
2 C -0.32
3 C 0.40
4 C -0.59
5 C -0.94
6 N -0.23

***

Entry 4:
C6H13N2 | wB97M-V/def2-TZVPD

The geometry in XYZ format:
```
21
Properties=species:S:1:pos:R:3:forces:R:3
C 1.568 -0.552 -0.437 -4.821 -2.731 3.252
C 0.047 -1.914 0.080 2.738 3.938 -3.518
C -0.585 -0.379 0.027 0.333 -1.605 1.841
C -1.360 0.024 -1.193 -1.999 -3.124 -1.128
C -1.322 -0.196 1.355 -1.317 2.317 0.101
C 0.798 1.806 0.340 2.071 0.675 -0.197
N 0.693 0.347 0.056 2.216 0.152 -1.502
N 2.827 -0.798 -0.468 0.939 0.618 -0.345
H 0.010 -2.411 -0.866 -0.726 -0.442 -0.478
H 0.386 -2.623 0.847 -0.389 1.144 0.501
H -2.322 -0.574 -1.243 1.000 0.542 0.193
H -0.993 -0.020 -2.222 1.132 -0.964 0.359
H -1.681 0.998 -1.261 -0.743 2.661 1.083
H -2.368 -0.566 1.292 0.707 0.094 -0.111
H -1.440 0.958 1.580 0.315 -2.307 -0.184
H -0.833 -0.735 2.176 0.029 0.472 -0.173
H 0.053 2.432 -0.160 -0.369 -0.615 0.355
H 0.860 1.934 1.423 -0.638 0.094 -0.109
H 1.765 2.323 0.002 -0.998 -1.472 0.071
H 3.123 -1.723 -0.773 0.057 0.534 0.106
H 3.506 -0.102 -0.206 0.464 0.022 -0.118
```
Forces are in eV/Å.

Its max |F| is 6.425 eV/A. The calculation puts the relative energy (zero: lowest compared OMol25 entry of this formula, charge and spin) at 363.5 kJ/mol. The calculation puts the HOMO energy at -0.5188 Eh. Its total charge is +1. Its LUMO energy is -3.98 eV. As for the frontier orbital gap: 10.14 eV.

Results of the Mulliken charge analysis, in e, for atoms 1 through 6:
1 C 0.17
2 C -0.95
3 C 1.19
4 C -1.63
5 C -1.38
6 C -0.87

***

Entry 5:
C6H13N2 | wB97M-V/def2-TZVPD

The geometry in XYZ format:
```
21
Properties=species:S:1:pos:R:3:forces:R:3
C -1.938 -0.426 2.243 0.145 -1.370 -2.421
C -1.024 0.539 1.476 -2.716 -1.570 -1.742
C -1.265 0.912 0.013 -0.721 -2.331 -1.104
N -0.313 0.077 0.230 -1.458 2.478 1.216
C 0.950 -0.496 -0.198 -0.089 0.828 -2.524
C 2.182 0.365 0.271 -2.403 -1.103 0.101
C 0.792 -0.264 -1.855 10.199 3.268 5.505
N -0.366 -0.364 -2.336 -6.285 -2.253 -3.177
H -1.337 -1.095 2.843 0.232 -0.127 0.211
H -2.449 -1.061 1.457 0.594 0.453 0.859
H -2.756 -0.087 2.855 0.084 1.046 0.178
H -0.504 1.237 1.981 1.691 2.294 1.799
H -1.980 1.127 -0.965 1.842 0.207 3.023
H 0.875 -1.559 0.089 0.564 0.462 -0.006
H 2.992 -0.274 0.197 1.879 -1.195 -0.537
H 2.338 1.260 -0.302 -0.199 0.290 -0.299
H 2.148 0.566 1.309 -0.282 0.529 1.178
H 1.701 -0.762 -2.243 -1.014 -0.417 -0.450
H 1.136 0.835 -1.936 0.188 -1.002 0.499
H -0.922 0.437 -1.937 0.085 -2.112 -3.119
H -0.260 -0.966 -3.192 -2.336 1.626 0.811
```
Forces are in eV/Å.

As for the SMILES: C[C@@H]1C=[N+]1[C@H](C)CN. Its max |F| is 12.041 eV/A. The calculation puts the relative energy (zero: lowest compared OMol25 entry of this formula, charge and spin) at 594.3 kJ/mol. The calculation puts the HOMO energy at -0.4687 Eh. Its total charge is +1. Its LUMO energy is -5.10 eV. As for the frontier orbital gap: 7.65 eV.

Results of the Mulliken charge analysis, in e, for atoms 1 through 6:
1 C -1.26
2 C -0.18
3 C 0.05
4 N 0.05
5 C 0.20
6 C -1.42

***

Entry 6:
C6H13N2 | wB97M-V/def2-TZVPD

The geometry in XYZ format:
```
21
Properties=species:S:1:pos:R:3:forces:R:3
C -2.446 -0.058 -0.180 -3.355 -0.052 0.238
C -1.018 -0.321 -0.058 -0.110 0.746 -0.980
N -0.122 0.576 0.172 1.851 -3.440 -0.562
C -0.212 1.991 0.344 -2.272 0.340 0.427
N 1.204 -0.188 0.503 -1.921 1.926 0.202
C 2.307 0.473 -0.093 0.415 -0.018 1.340
C 0.947 -1.565 0.131 1.811 1.708 -4.681
C -0.468 -1.693 -0.259 -1.411 -1.021 1.378
H -3.056 -0.977 -0.552 1.328 1.285 1.173
H -2.834 0.704 -0.912 1.101 -0.203 0.737
H -2.820 0.289 0.868 0.389 -0.734 -1.757
H 0.691 2.492 0.352 1.977 0.511 -0.370
H -0.599 2.114 1.319 -0.429 0.334 1.429
H -0.925 2.568 -0.270 0.344 -1.007 -0.423
H 3.235 0.091 0.223 0.967 -1.103 1.064
H 2.454 0.504 -1.105 -0.651 -0.236 -3.152
H 2.358 1.448 0.261 -0.002 1.889 0.661
H 1.239 -2.172 0.864 0.945 -2.335 3.185
H 1.605 -1.838 -0.762 -0.635 0.392 0.960
H -0.926 -2.452 0.465 -0.083 1.067 -1.358
H -0.613 -1.985 -1.311 -0.261 -0.050 0.489
```
Forces are in eV/Å.

As for the SMILES: CC1=[N+](C)N(C)CC1. Its max |F| is 5.302 eV/A. The calculation puts the relative energy (zero: lowest compared OMol25 entry of this formula, charge and spin) at 264.6 kJ/mol. The calculation puts the HOMO energy at -0.4979 Eh. Its total charge is +1. Its LUMO energy is -3.85 eV. As for the frontier orbital gap: 9.70 eV.

Results of the Mulliken charge analysis, in e, for atoms 1 through 6:
1 C -1.31
2 C 0.47
3 N 0.26
4 C -0.81
5 N -0.13
6 C -1.23